# C34H37Cl2N4O2P

A 2-piece molecular cluster, C34H37Cl2N4O2P overall at a distorted geometry (the ωB97M-V functional and the def2-TZVPD basis, the OMol25 dataset).

Results
Frontier orbital gap ... 5.09 eV
Energy relative to the best compared isomer or geometry (same formula, charge and spin) ... 26.4 kcal/mol
Charge ... 0
HOMO energy ... -7.250 eV

```
80
Properties=species:S:1:pos:R:3:forces:R:3
N -1.287242 -0.556972 3.855001 2.182 2.034 -0.467
C -0.400809 0.163105 3.571906 -0.816 -2.022 -1.346
C 0.680213 1.036870 2.912917 0.068 -1.230 3.344
C 0.581412 2.255534 3.793094 0.533 0.615 -0.656
C -0.666061 2.890753 4.000191 -1.905 1.061 -0.209
N -1.683463 3.457482 4.152931 1.806 -1.201 -0.300
C 1.691313 3.009574 4.320041 -2.010 1.139 -1.651
O 1.556108 4.208915 4.587789 0.726 -0.616 0.776
C 2.987458 2.343861 4.360099 1.158 -1.745 -0.400
Cl 4.279109 3.195164 5.083140 -0.231 -0.131 -0.051
C 3.167418 1.092706 3.819265 -0.707 1.685 0.438
Cl 4.650085 0.286718 3.924777 0.600 -0.257 0.007
C 2.120880 0.383174 3.051648 0.484 -2.224 -0.463
O 2.439281 -0.713989 2.549947 -1.392 2.878 0.571
C 2.094147 -3.559422 2.021817 -0.132 -0.140 -0.163
C 0.697770 -2.996988 2.300879 -0.303 0.067 -0.335
C 0.287827 -3.310699 3.721646 0.123 0.067 0.570
C -0.314424 -3.513565 1.291274 0.432 0.192 0.487
C -0.855379 -4.788360 1.434984 -0.135 -0.107 -0.223
C -1.692591 -5.323889 0.457204 0.316 0.434 0.262
C -2.013941 -4.552737 -0.656276 0.082 -0.121 0.178
C -1.513009 -3.250129 -0.794795 -0.102 0.489 -0.454
C -1.899588 -2.471145 -2.050869 -0.044 -0.253 0.414
C -3.410415 -2.515426 -2.306489 -0.102 0.232 0.139
C -1.156867 -3.017700 -3.265676 0.211 -0.110 -0.291
C -0.655940 -2.717377 0.194823 -0.020 -0.933 0.555
N 0.028470 -1.409803 0.078089 -0.954 1.539 -1.784
P -0.641745 0.167234 0.470765 0.160 -1.808 -2.034
H 0.477655 0.984372 1.767317 0.333 0.712 1.478
N 0.295183 0.903886 -0.746166 -1.023 -1.559 -0.616
C -0.069891 2.149383 -1.428225 0.137 0.922 -0.291
C 0.501034 3.321445 -0.941422 0.538 0.050 0.196
C 1.390002 3.289841 0.296244 -0.314 0.055 -0.047
C 1.040912 4.435683 1.225814 -0.305 0.364 0.292
C 2.870280 3.312385 -0.059387 0.151 0.016 -0.180
C 0.310065 4.514428 -1.636737 -0.141 0.104 -0.077
C -0.474770 4.576834 -2.788515 0.310 -0.449 0.568
C -1.063022 3.407900 -3.265379 0.213 0.178 0.249
C -0.863814 2.189502 -2.596974 -0.212 -0.510 -0.179
C -1.500812 0.937082 -3.196221 0.080 0.397 0.209
C -0.755761 0.516802 -4.456512 0.269 -0.200 -0.347
C -2.976109 1.168508 -3.532480 -0.174 -0.080 0.253
C 1.101107 -0.017755 -1.425230 -0.501 -0.324 0.848
C 0.939942 -1.296405 -0.987008 -0.285 1.120 0.857
H 2.374649 -3.430130 0.969653 0.060 0.004 0.149
H 2.832602 -3.053659 2.647185 -0.077 -0.123 -0.100
H 2.099891 -4.633858 2.248732 0.079 0.148 -0.100
H 0.726073 -1.914967 2.163777 0.139 -0.354 0.271
H -0.721911 -2.938544 3.926979 0.234 -0.196 0.076
H 0.335695 -4.397710 3.890094 -0.035 0.347 0.178
H 0.989953 -2.816822 4.424086 -0.380 -0.312 -0.296
H -0.596275 -5.359037 2.330428 -0.124 0.097 -0.434
H -2.070220 -6.332052 0.582530 -0.078 0.086 -0.124
H -2.671235 -4.986549 -1.427961 0.434 0.418 0.425
H -1.601946 -1.435709 -1.877704 -0.082 -0.162 -0.080
H -3.971511 -2.217710 -1.409366 0.099 -0.116 -0.245
H -3.679068 -1.825468 -3.118908 0.067 -0.263 0.171
H -3.721412 -3.526931 -2.597020 -0.012 0.276 0.048
H -0.068132 -2.929525 -3.150210 -0.235 -0.107 -0.041
H -1.410312 -4.080758 -3.418122 0.145 0.368 0.058
H -1.439216 -2.471762 -4.175142 0.026 -0.128 0.184
H 1.179441 2.359865 0.822040 0.148 0.128 -0.030
H -0.006827 4.358613 1.565197 0.398 0.165 -0.105
H 1.674495 4.441547 2.118952 -0.124 0.030 -0.193
H 1.180147 5.392231 0.698911 -0.062 -0.204 0.366
H 3.131773 2.513023 -0.766041 0.023 0.162 0.140
H 3.102208 4.279789 -0.524083 0.135 -0.219 0.059
H 3.480880 3.199476 0.848126 -0.130 0.056 -0.262
H 0.796069 5.408550 -1.247200 -0.228 -0.165 -0.233
H -0.612082 5.531034 -3.281042 -0.041 -0.101 -0.100
H -1.673729 3.462945 -4.177365 0.300 -0.212 0.533
H -1.422287 0.146477 -2.444458 -0.066 0.187 -0.236
H 0.295997 0.276054 -4.249987 -0.205 0.119 -0.094
H -1.213661 -0.375648 -4.904293 0.062 0.230 0.090
H -0.790977 1.325611 -5.206014 0.066 -0.284 0.262
H -3.516332 1.568776 -2.663305 0.068 -0.053 -0.273
H -3.066081 1.875768 -4.367307 -0.112 -0.207 0.217
H -3.455522 0.223794 -3.824321 0.140 0.287 -0.011
H 1.760798 0.344150 -2.184530 0.168 0.045 -0.298
H 1.456036 -2.167644 -1.331555 0.096 -0.274 -0.098
```
Forces are in eV/Å.

=====

# C2H5F2NO3S2

C2H5F2NO3S2 as an isolated structure at a distorted geometry (the ωB97M-V functional and the def2-TZVPD basis, the OMol25 dataset).

Results
Frontier orbital gap (alpha / beta) ... 7.73 / 7.69 eV
Energy relative to the best compared isomer or geometry (same formula, charge and spin) ... 55.3 kcal/mol
Charge ... 0
HOMO energy (alpha / beta) ... -10.417 / -10.171 eV

```
15
Properties=species:S:1:pos:R:3:forces:R:3
C -1.104477 2.578400 -0.157223 -3.016 -3.302 -3.097
C 0.988374 -1.709176 0.349530 2.065 -2.164 -0.742
N 0.896227 -0.444077 -0.307732 -2.584 0.868 0.076
O -2.104455 0.091890 -0.130857 0.022 -0.539 -0.653
O 1.582661 1.902975 -0.202353 -1.042 2.837 -0.632
O 2.805263 0.337637 1.159074 0.480 -0.472 1.175
F -0.868943 0.969381 1.767997 0.606 -0.201 -1.535
F 2.994074 0.264733 -1.220695 -0.716 0.314 0.984
S -0.963596 0.900893 0.126627 -0.490 1.187 1.866
S 1.998196 0.603407 0.040557 3.330 -1.468 -1.654
H -1.324257 2.833462 -1.225096 0.075 -0.319 1.056
H -0.380841 3.080477 0.289251 3.124 2.450 2.049
H 2.058817 -1.711119 0.806130 -2.157 -0.546 -0.013
H 0.155224 -1.934238 1.047991 0.706 0.253 -0.264
H 1.028403 -2.512458 -0.481549 -0.402 1.102 1.385
```
Forces are in eV/Å.

=====

# C42H33BrCl93NO7P2

A 24-piece molecular cluster, C42H33BrCl93NO7P2 overall at a distorted geometry (the ωB97M-V functional and the def2-TZVPD basis, the OMol25 dataset).

Results
Frontier orbital gap ... 9.07 eV
Charge ... 0
HOMO energy ... -9.264 eV

```
179
Properties=species:S:1:pos:R:3:forces:R:3
C -0.887192 0.982477 -3.046875 0.020 0.105 0.192
C 0.071897 2.080223 -2.727610 0.225 -0.355 -0.127
C 1.415959 1.530944 -2.265057 -1.026 0.189 -0.465
C 1.811958 1.900635 -0.899883 1.611 0.434 0.813
C 1.780924 3.440399 -0.704883 -0.743 -0.477 -0.555
C 2.230433 4.276805 -1.841695 -5.800 0.256 2.843
O 3.207568 4.243234 -2.375070 6.777 -0.347 -3.765
Cl 1.013441 5.509417 -2.336581 -0.313 0.244 -0.088
C 3.239075 1.528387 -0.514427 -4.555 1.291 2.317
O 4.078508 1.216178 -1.212746 5.025 -1.620 -3.785
N 3.313224 1.589996 0.882122 0.114 0.759 0.815
C 2.013101 1.521391 1.463302 0.118 -0.688 1.226
Br 1.392693 3.110387 2.499054 0.365 0.188 -0.277
P 2.135801 0.095760 2.697547 0.616 -1.307 -0.574
P 2.755205 0.932497 4.593824 -1.283 -1.071 -1.188
O 3.712879 1.962346 4.439810 2.746 3.102 -0.918
O 1.489937 1.378743 5.393140 -1.426 -0.146 0.982
O 3.380551 -0.253267 5.388769 -0.015 -1.593 0.562
C 1.083975 1.292937 0.270012 -1.464 0.860 0.330
C 0.388241 -0.038429 0.158219 1.535 0.116 -0.265
C 1.157118 -1.198208 -0.445061 -0.667 -0.183 0.618
C 0.936707 -2.487832 0.332781 0.011 -0.190 -1.510
C 0.536223 -3.656930 -0.549495 0.459 0.303 0.274
C 1.655972 -4.580289 -0.962533 -0.743 -0.213 0.115
C 1.097174 -5.972342 -1.125504 0.951 -0.620 -0.705
C 2.047776 -7.045922 -0.652268 -0.287 0.892 0.309
C 3.302868 -7.193972 -1.438567 -0.407 -0.590 0.633
O 4.308849 -7.832520 -0.639197 -1.291 -1.235 -1.547
C 5.304214 -7.088468 -0.226769 1.070 -3.690 0.002
C 6.491096 -7.893137 0.067718 -0.331 -0.862 0.535
O 5.256955 -5.951897 -0.078474 -0.492 6.167 0.333
H -1.774740 1.363698 -3.475596 -1.109 0.428 -0.522
H -1.161974 0.425869 -2.182542 -0.226 -0.647 0.663
H -0.439335 0.336254 -3.765936 0.282 -0.747 -0.557
H 0.225539 2.592638 -3.642860 0.195 0.850 -0.893
H -0.354391 2.798462 -2.066192 -0.382 0.533 0.701
H 1.357361 0.485045 -2.392797 0.245 -1.328 0.100
H 2.145271 1.852668 -2.959055 1.152 0.390 -0.574
H 2.342664 3.756443 0.136681 0.701 0.278 0.778
H 0.783902 3.710515 -0.493745 -1.167 0.325 0.321
H 3.906032 2.315256 1.240407 0.757 -0.198 0.427
H 0.831243 -0.345033 2.961630 -0.260 0.482 0.335
H 1.747922 1.968577 6.110074 -0.139 0.373 0.105
H 3.050818 -0.255949 6.288407 0.002 -0.399 0.388
H 0.282120 1.975873 0.428173 -0.926 0.401 0.454
H 0.096257 -0.290153 1.143526 -0.481 -0.283 0.985
H -0.511010 0.156752 -0.354438 -1.108 -0.049 -0.760
H 0.783166 -1.355752 -1.424537 -0.291 -0.118 -1.159
H 2.197781 -1.001061 -0.564651 0.920 0.316 0.083
H 1.853916 -2.781208 0.764403 0.933 -0.143 1.178
H 0.172691 -2.368207 1.064460 -0.447 0.255 0.827
H -0.000354 -3.306189 -1.399457 -0.607 0.285 -0.864
H -0.139826 -4.264216 0.000889 -0.787 -0.457 0.600
H 2.373580 -4.624391 -0.181227 0.801 0.053 0.944
H 2.194650 -4.240946 -1.814085 0.386 0.363 -0.931
H 0.826775 -6.208072 -2.136980 -0.398 0.122 -0.800
H 0.215546 -6.050485 -0.540413 -0.864 -0.183 0.444
H 2.275054 -6.794837 0.358047 0.470 0.086 0.982
H 1.555726 -7.983489 -0.631964 -0.575 -1.084 0.085
H 3.639991 -6.298549 -1.893604 0.620 1.057 -0.004
H 3.073639 -7.867382 -2.226511 0.171 -0.795 -0.888
H 7.292948 -7.666269 -0.583178 0.800 0.259 -0.712
H 6.773917 -7.707557 1.068911 0.595 0.431 1.086
H 6.213036 -8.915250 0.019312 0.120 -1.104 -0.290
C -2.128511 5.541814 -4.953573 0.012 0.046 0.007
Cl -2.321154 6.975076 -3.949399 0.005 0.317 -0.133
Cl -2.630073 4.164363 -3.990241 0.040 -0.395 0.055
Cl -3.155275 5.672122 -6.383851 -0.074 0.015 -0.050
Cl -0.449999 5.364189 -5.453275 -0.001 0.003 -0.076
C -2.856360 -7.813771 -0.161746 -0.006 -0.136 0.009
Cl -3.514198 -8.676357 -1.546937 0.115 -0.166 0.116
Cl -1.215854 -8.373174 0.162523 0.027 -0.073 0.062
Cl -2.820378 -6.083125 -0.523337 -0.005 0.105 -0.027
Cl -3.870520 -8.102670 1.252292 0.089 -0.275 -0.132
C -5.695903 -7.870191 -5.133537 -0.023 0.036 -0.016
Cl -7.079184 -7.126323 -5.935063 -0.057 0.023 -0.033
Cl -5.379317 -7.048522 -3.607863 -0.140 0.181 -0.105
Cl -6.043615 -9.570871 -4.816611 -0.013 -0.094 0.020
Cl -4.276456 -7.745313 -6.172113 0.073 0.003 -0.052
C 6.774011 2.994687 -3.301921 -0.117 0.029 -0.144
Cl 8.267775 2.101407 -2.989859 0.055 -0.041 0.248
Cl 6.031746 3.494609 -1.796114 0.374 0.091 0.208
Cl 7.141169 4.419032 -4.274449 0.018 0.102 -0.095
Cl 5.661949 1.954189 -4.187098 -0.074 -0.092 -0.089
C 6.942816 -3.889388 2.431394 -0.084 0.007 -0.160
Cl 5.862889 -3.044470 1.331749 -0.085 0.106 -0.043
Cl 7.254558 -2.875224 3.838956 0.034 0.033 0.122
Cl 6.197683 -5.404567 2.942794 -0.025 -0.061 0.193
Cl 8.463274 -4.237624 1.606208 0.109 -0.042 -0.032
C -6.635092 3.349727 -2.778669 0.009 0.086 -0.085
Cl -5.219859 2.377147 -2.359168 -0.004 -0.061 0.003
Cl -7.310496 4.077382 -1.320860 0.035 0.023 -0.067
Cl -6.137590 4.609125 -3.912351 -0.089 -0.020 -0.004
Cl -7.869661 2.328156 -3.549104 0.136 0.185 -0.086
C 11.242201 5.587711 -5.392817 0.000 0.003 0.059
Cl 11.081832 7.083299 -4.469693 0.005 0.079 0.045
Cl 10.730447 4.226935 -4.401302 0.110 0.188 0.116
Cl 10.225178 5.682790 -6.831484 -0.072 0.009 -0.073
Cl 12.925666 5.369954 -5.873761 0.065 -0.014 -0.041
C 10.561254 0.873225 -7.229891 -0.002 -0.024 0.032
Cl 12.038520 -0.055370 -6.990861 0.154 -0.100 0.001
Cl 9.920045 1.360067 -5.665588 -0.163 -0.210 -0.128
Cl 10.918900 2.304694 -8.193446 0.023 0.099 -0.057
Cl 9.371627 -0.121737 -8.072104 -0.062 -0.041 -0.051
C -0.944470 7.264977 0.755647 -0.062 0.126 -0.176
Cl -1.141798 7.632424 -0.965918 -0.015 -0.012 0.303
Cl -2.506173 6.825833 1.447307 -0.033 0.182 -0.402
Cl 0.189901 5.921987 0.966496 -0.093 0.115 0.071
Cl -0.306462 8.681311 1.585153 0.220 -0.029 -0.021
C -5.453751 -4.520308 3.578308 0.007 0.060 -0.019
Cl -5.373770 -5.525474 5.025722 0.010 -0.048 0.071
Cl -4.419276 -5.210072 2.328697 -0.081 0.290 0.124
Cl -7.116816 -4.461516 2.995158 -0.074 0.029 -0.041
Cl -4.910177 -2.886246 3.967079 0.018 0.081 0.013
C -9.733177 5.796846 1.919231 -0.046 0.046 -0.028
Cl -10.290990 5.156311 0.373465 -0.115 -0.045 0.110
Cl -7.979679 5.557224 2.054680 0.030 -0.136 0.209
Cl -10.099037 7.524170 2.039066 -0.320 -0.114 0.337
Cl -10.540576 4.938759 3.226453 -0.024 -0.061 0.093
C 5.955969 5.060417 5.819803 0.044 -0.020 -0.106
Cl 6.017566 3.988223 4.433856 0.055 0.008 -0.025
Cl 7.398203 4.834344 6.812713 0.063 -0.003 0.068
Cl 5.880270 6.738432 5.273697 -0.014 0.090 -0.006
Cl 4.521714 4.700546 6.787160 -0.095 -0.005 0.077
C -2.647060 3.537819 4.250202 0.073 0.031 0.018
Cl -4.286102 3.963275 3.758195 -0.170 0.035 -0.060
Cl -2.400217 4.017324 5.929956 -0.068 -0.067 -0.073
Cl -2.418793 1.794901 4.090642 0.029 -0.114 -0.006
Cl -1.492387 4.380919 3.228928 -0.176 -0.103 0.230
C -13.724467 3.452308 -1.304853 0.008 0.004 0.037
Cl -13.891461 4.947130 -0.383495 -0.016 0.075 0.033
Cl -14.212366 2.088275 -0.304244 -0.038 -0.072 0.003
Cl -14.744078 3.530604 -2.740531 -0.038 -0.001 -0.069
Cl -12.039828 3.242203 -1.789431 0.110 -0.019 -0.104
C 8.696117 -10.608814 -2.051178 -0.162 -0.028 0.038
Cl 8.241898 -11.362092 -0.519169 -0.128 -0.114 -0.175
Cl 9.594055 -11.748921 -3.049282 0.019 -0.035 0.032
Cl 7.216215 -10.122890 -2.882809 0.017 0.101 -0.127
Cl 9.702614 -9.193012 -1.727545 0.019 0.029 -0.005
C -8.514709 8.346304 -1.734404 -0.052 -0.017 -0.048
Cl -10.244879 8.689097 -1.709111 -0.037 0.015 0.028
Cl -8.143519 7.325500 -3.119679 0.035 0.008 -0.179
Cl -7.614013 9.860388 -1.834101 0.027 0.039 -0.039
Cl -8.070017 7.487816 -0.268364 0.611 0.284 -0.405
C 11.350461 -11.730041 2.813733 0.037 0.061 0.089
Cl 10.399397 -13.171976 3.170287 -0.108 -0.066 -0.022
Cl 13.001624 -12.215988 2.435667 0.018 0.072 0.225
Cl 10.625580 -10.866554 1.450451 0.286 -0.070 0.156
Cl 11.349598 -10.665129 4.218730 0.030 0.048 0.113
C -7.685454 -0.549132 0.322078 0.040 0.048 0.047
Cl -8.204496 0.196314 1.835233 -0.018 0.024 0.077
Cl -5.993517 -1.040293 0.460504 0.064 -0.037 0.025
Cl -8.682071 -1.965071 -0.009542 -0.045 -0.072 -0.011
Cl -7.848946 0.612692 -0.991736 -0.136 -0.242 0.134
C -2.422872 4.935471 10.100258 -0.043 0.006 0.034
Cl -1.868491 3.688690 11.216184 0.031 -0.061 0.048
Cl -1.384212 4.949333 8.672503 0.167 0.086 0.116
Cl -4.080176 4.593280 9.608355 -0.075 -0.020 -0.035
Cl -2.353466 6.508195 10.890457 0.009 0.069 0.030
C 14.236609 -12.865777 -1.690490 -0.037 -0.031 -0.010
Cl 15.696340 -11.923822 -1.386902 0.063 0.049 0.007
Cl 14.492653 -14.531132 -1.167530 0.031 -0.103 0.051
Cl 12.892047 -12.174564 -0.789807 -0.079 0.069 -0.263
Cl 13.870423 -12.850861 -3.415638 -0.019 0.033 -0.113
C -3.923612 9.565794 4.026434 -0.013 0.016 -0.013
Cl -4.005909 10.541685 5.493393 -0.011 0.049 0.057
Cl -2.820493 10.318949 2.875538 -0.147 0.113 0.061
Cl -3.342675 7.950207 4.430142 -0.012 -0.048 0.221
Cl -5.529627 9.446066 3.304651 -0.078 -0.026 -0.042
C -13.414055 11.429371 -1.403767 -0.004 0.013 -0.018
Cl -12.999949 10.147660 -0.261115 -0.010 -0.050 0.050
Cl -12.368517 11.321424 -2.820065 0.018 0.002 -0.038
Cl -15.095544 11.248534 -1.900313 -0.085 -0.015 -0.022
Cl -13.193704 12.996665 -0.628981 0.015 0.075 0.044
C -15.081543 -0.045731 2.907267 -0.001 0.003 0.032
Cl -15.644319 -0.690078 1.362519 -0.023 -0.008 -0.065
Cl -13.336277 -0.262360 3.029885 0.092 -0.002 -0.012
Cl -15.468895 1.671489 3.007266 -0.035 0.059 0.029
Cl -15.877478 -0.905231 4.224275 -0.035 -0.049 0.060
```
Forces are in eV/Å.

=====

Number 1: molar mass 635.6 Da. Number 2: molar mass 193.2 Da. Number 3: molar mass 4102.7 Da.